The following is a DFT calculation (wB97M-V/def2-TZVPD) of a structure of composition C24H43AlClN3O4 at a distorted geometry.

The calculation puts the calculated total energy at -2108.100747 Ha. The HOMO energy is -5.26 eV.

```
! RIJCOSX wB97M-V def2-TZVPD def2/J DEFGRID3
* xyz 0 1
O -3.4832 -0.5220 -1.4885
C -2.5731 -0.7386 -2.2747
C -1.8933 -2.0025 -2.5822
C -1.5661 -2.9548 -1.5974
H -1.4846 -2.6797 -0.5412
C -1.4540 -4.2836 -2.0041
H -1.3385 -5.0694 -1.2557
C -1.5634 -4.6223 -3.3619
H -1.5732 -5.6695 -3.6756
C -1.6607 -3.6177 -4.3314
H -1.7582 -3.8676 -5.3838
C -1.6875 -2.2854 -3.9443
H -1.6765 -1.4674 -4.6686
H -2.0843 0.1190 -2.8256
C 0.2175 1.7884 -2.7555
C 0.7822 0.6260 -1.9538
H 0.3500 1.4854 -3.8015
H 0.6510 2.7773 -2.5651
H -0.8810 1.8874 -2.6989
C 1.1861 -0.4299 -2.7141
C 2.2416 -0.2135 -3.7503
H 0.8364 -1.4722 -2.6499
H 1.9869 -0.7296 -4.6807
H 3.1922 -0.5910 -3.3595
H 2.3515 0.8582 -3.9456
Al 1.0883 0.9150 -0.0583
Cl 3.0725 1.6082 -0.9049
C 2.7690 1.4149 2.1271
O 1.5910 1.5104 1.6451
N 3.1472 2.1209 3.1693
C 2.3071 3.0992 3.8738
C 4.5456 2.0527 3.5289
H 3.5108 0.7350 1.6796
H 1.2571 3.0210 3.5617
H 2.6832 4.1215 3.6948
H 2.3884 2.9127 4.9540
H 4.9471 1.1504 3.0675
H 4.6568 1.9914 4.6089
H 5.0941 2.9178 3.1457
H -4.3099 -2.0540 1.9320
H -2.7402 -2.1750 3.6205
C -3.5046 -2.1021 1.1853
C -1.8623 -1.9347 3.0057
N -2.2903 -1.4580 1.6884
H -3.8222 -1.6030 0.2653
C -2.0418 -0.1518 1.3418
O -0.9485 0.4283 1.4612
H -1.2462 -1.1834 3.5087
H -2.9371 0.3821 0.9629
H -3.2861 -3.1541 0.9673
H -1.2865 -2.8599 2.8819
H -0.9835 5.6912 0.4031
H -3.5094 4.8730 0.3364
C -0.8336 5.0327 -0.4608
C -3.1975 4.2387 -0.5021
N -1.7735 3.9178 -0.3936
H 0.1808 4.6280 -0.4520
C -1.3263 2.6800 -0.2437
O -0.0869 2.4074 -0.1436
H -3.7810 3.3159 -0.4901
H -2.0809 1.8845 -0.2397
H -1.0125 5.6014 -1.3812
H -3.3996 4.7791 -1.4348
C 1.4902 -1.5282 2.7598
C 1.9662 -1.7377 1.3223
C 2.2051 -3.2285 1.0655
C 1.0443 -1.1086 0.2862
H 0.8346 -2.3445 3.1000
H 0.9521 -0.5799 2.8655
H 2.3648 -1.5161 3.4246
H 2.9312 -1.2173 1.1799
H 1.2903 -3.8271 1.1922
H 2.5920 -3.3969 0.0542
H 2.9579 -3.6008 1.7718
H 1.2601 -1.6095 -0.6611
H 0.0147 -1.3851 0.5368
*
```

---

The following is a DFT calculation (wB97M-V/def2-TZVPD) of a structure of composition C24H43BF4IrP2 at a distorted geometry.

The calculation puts the calculated total energy at -2151.237323 Ha. Its expectation value of S² is 6.028. The HOMO energy (spin up / spin down) is -10.28 / -10.79 eV.

```
! RIJCOSX wB97M-V def2-TZVPD def2/J DEFGRID3
* xyz 1 5
Ir -0.2246 1.5824 -2.8762
C 0.2397 0.5214 0.5332
C 1.3196 0.8690 -0.2799
C -0.5952 2.1666 -0.9285
C -0.9044 1.2563 0.1937
C 0.9346 1.9882 -1.1753
C 0.3596 -0.4655 1.6471
H 1.4086 -0.6897 1.8994
H -0.1082 -1.4089 1.3406
H -0.1767 -0.1901 2.5723
C -2.0998 1.3121 1.0740
H -2.4979 0.2922 1.1903
H -2.8927 1.9683 0.7059
H -1.8109 1.6422 2.0816
C -1.1258 3.5431 -0.9484
H -0.4452 4.1424 -0.3419
H -2.1008 3.5032 -0.4580
H -1.1898 3.9577 -1.9632
C 1.8206 3.1905 -1.2069
H 1.4570 3.9536 -0.5020
H 1.8398 3.6381 -2.2113
H 2.8274 2.8974 -0.8713
C 2.6982 0.3720 -0.1033
H 3.2205 0.7107 0.8091
H 3.2665 0.6830 -0.9817
H 2.6720 -0.7271 -0.0575
C -0.7969 -2.7387 -1.3031
C 0.4393 -3.1803 -1.0753
C 1.8047 -3.2675 -1.6354
C 1.8174 -2.9792 -3.1349
C 1.8801 -1.5180 -3.1730
C 0.7799 -0.8217 -3.5128
C -0.6882 -0.9005 -3.2280
C -1.4048 -2.1360 -2.5351
H 2.2796 -4.2516 -1.5315
H 0.8695 -3.2861 -3.6285
H 2.4194 -2.5954 -1.0099
H -1.6196 -2.9103 -3.3097
H -1.5706 -2.9751 -0.5554
H 0.3632 -4.0918 -0.4294
H -2.3625 -1.7408 -2.1329
H -1.0827 -0.0174 -2.5580
H 1.0273 0.2297 -3.9258
H -1.2920 -0.7506 -4.1689
H 2.6925 -3.4694 -3.5854
H 2.7360 -0.9706 -2.7159
P -1.0101 -1.6787 -5.8931
P -0.2739 2.0081 -4.9266
C -0.6069 -0.2246 -6.8810
C -1.1530 1.0895 -6.3287
H -1.0392 -0.4004 -7.8777
H 0.4890 -0.2501 -7.0043
H -1.0040 1.7958 -7.1598
H -2.2420 1.1032 -6.1284
C -1.0683 3.5619 -5.4761
H -0.6447 4.4166 -4.9416
H -2.1559 3.4839 -5.3636
H -0.8346 3.6803 -6.5370
C 1.2927 2.2405 -5.8090
H 1.0820 2.5595 -6.8431
H 1.8979 1.3349 -5.8712
H 1.8751 3.0472 -5.3553
C -2.7010 -2.2020 -6.3278
H -3.0620 -2.8365 -5.5018
H -2.6647 -2.7965 -7.2413
H -3.3724 -1.3367 -6.4483
C 0.1160 -2.9764 -6.4483
H 0.9773 -2.5217 -6.9452
H -0.3846 -3.6684 -7.1431
H 0.4794 -3.5440 -5.5707
F -3.3488 -2.1347 1.0502
B -2.5571 -2.8185 2.0269
F -2.5016 -2.0227 3.2027
F -3.0583 -4.1034 2.2618
F -1.2284 -2.9228 1.4667
*
```

---

The following is a DFT calculation (wB97M-V/def2-TZVPD) of a cluster of 9 separate species, C24H43BrCl16NS in total at a distorted geometry.

The calculation puts the calculated total energy at -11330.100183 Ha. The HOMO energy is -10.99 eV.

```
! RIJCOSX wB97M-V def2-TZVPD def2/J DEFGRID3
* xyz 1 1
S 4.4344 -4.6622 -1.2104
C 3.6661 -3.0301 -0.7952
C 2.1521 -3.3053 -0.5536
C 1.2516 -2.0752 -0.1734
C -0.1934 -2.5771 -0.2266
C -0.5844 -3.4161 0.7880
N -1.8270 -3.9268 0.7883
C -2.7067 -3.6568 -0.1765
C -2.3914 -2.8104 -1.2049
C -1.1036 -2.2540 -1.2488
Br -0.5688 -1.0965 -2.6479
H 3.3404 -5.4472 -1.3671
H 3.7833 -2.4261 -1.7002
H 4.1882 -2.5509 0.0396
H 2.0697 -4.0567 0.2472
H 1.7537 -3.7165 -1.4961
H 1.3606 -1.1902 -0.8229
H 1.4830 -1.7621 0.8583
H 0.0852 -3.6870 1.6041
H -2.0565 -4.5506 1.5632
H -3.7075 -4.1269 -0.0877
H -3.1091 -2.5761 -1.9879
Cl 5.1724 -0.3630 -3.9429
C 5.2568 1.0282 -2.8293
C 5.0143 0.6234 -1.3984
Cl 3.3270 0.1063 -1.1212
H 4.5364 1.7693 -3.1626
H 6.2528 1.4538 -2.9281
H 5.1986 1.4694 -0.7380
H 5.6692 -0.1923 -1.0970
Cl -2.5772 -4.2421 4.2175
C -2.9226 -2.6597 4.9618
C -2.0951 -1.5691 4.3296
Cl -0.3598 -1.7293 4.7033
H -2.7451 -2.7425 6.0315
H -3.9816 -2.4552 4.8087
H -2.4128 -0.5975 4.7061
H -2.2055 -1.5654 3.2460
Cl -7.4989 -3.8508 2.5022
C -7.4131 -2.3182 1.6004
C -7.0646 -2.5322 0.1491
Cl -5.3830 -3.1121 -0.0551
H -6.6862 -1.6765 2.0948
H -8.3924 -1.8479 1.6756
H -7.1435 -1.5913 -0.3937
H -7.7282 -3.2536 -0.3220
Cl 2.9509 -1.0739 5.1254
C 2.6357 0.5232 5.8509
C 3.4632 1.6123 5.2139
Cl 5.1955 1.4454 5.5849
H 2.8265 0.4497 6.9193
H 1.5756 0.7326 5.7064
H 3.1484 2.5830 5.5958
H 3.3493 1.6171 4.1316
Cl 6.5325 3.9436 -7.7870
C 5.4473 2.7971 -6.9592
C 4.7083 3.4434 -5.8153
Cl 5.7973 3.8704 -4.4657
H 6.0446 1.9512 -6.6218
H 4.7317 2.4365 -7.7041
H 3.9659 2.7502 -5.4179
H 4.1942 4.3485 -6.1312
Cl -2.3968 1.2389 1.0364
C -2.2940 2.6711 2.1016
C -2.5579 2.3220 3.5434
Cl -4.2569 1.8530 3.8235
H -2.9970 3.4157 1.7351
H -1.2867 3.0717 1.9982
H -2.3619 3.1862 4.1779
H -1.9218 1.5041 3.8773
Cl -6.1444 7.1477 4.3560
C -5.8529 5.5612 5.1095
C -4.6946 5.5928 6.0750
Cl -3.1322 5.8302 5.2461
H -5.6888 4.8357 4.3149
H -6.7647 5.2889 5.6398
H -4.6311 4.6433 6.6054
H -4.8071 6.3861 6.8104
Cl 3.8596 1.0934 -10.9893
C 2.7587 -0.0608 -10.1994
C 2.0015 0.5712 -9.0589
Cl 3.0735 0.9732 -7.6894
H 3.3465 -0.9129 -9.8645
H 2.0580 -0.4050 -10.9592
H 1.2503 -0.1227 -8.6832
H 1.4971 1.4832 -9.3705
*
```

---

The following is a DFT calculation (wB97M-V/def2-TZVPD) of an isolated molecule of C24H43BrClNO4 at a distorted geometry.

The SMILES is CCCCCCC[C@@H]1OC(=O)[C@](C[C@H](C)Cl)(OCCCC)[C@@]1(CC(=O)Br)NCCCC. The calculation puts the calculated total energy at -4329.748548 Ha. The HOMO energy is -9.32 eV.

```
! RIJCOSX wB97M-V def2-TZVPD def2/J DEFGRID3
* xyz 0 1
C 5.6016 -2.8948 3.1220
C 5.9744 -2.5423 1.5433
C 4.6655 -1.6745 0.9756
C 4.5195 -1.8409 -0.6487
C 3.9071 -0.4285 -1.2346
C 2.5885 -0.7723 -2.1452
C 1.2213 -1.0964 -1.3019
C 0.6763 0.1247 -0.3551
O 0.0086 -0.6458 0.7465
C -1.4498 -0.4394 0.5529
O -2.1594 -1.1469 1.4331
C -1.9270 0.5424 -0.7002
C -2.8963 1.8213 -0.3987
C -4.5034 1.5724 -0.5687
C -5.1798 0.5645 0.5390
Cl -5.0207 1.1739 -2.3442
O -2.0940 -0.2169 -1.9482
C -2.8686 -1.4500 -1.7741
C -1.9320 -2.8360 -1.8040
C -2.9903 -4.0872 -1.6702
C -3.3249 -4.3360 -0.0538
C -0.4135 1.2094 -0.9569
C -0.1715 1.5244 -2.5820
C 1.0494 2.5797 -2.8674
O 2.2715 2.5578 -2.3307
Br 0.6941 4.0467 -4.2154
N -0.0739 2.5375 -0.3530
C 0.0364 2.5447 1.1450
C -0.0145 4.1419 1.6371
C -1.2101 4.2729 2.7967
C -0.5953 3.7955 4.2742
H 6.5443 -3.0947 3.7859
H 4.8820 -3.8176 3.1061
H 4.9684 -1.9613 3.5078
H 6.1472 -3.5352 0.9127
H 6.8935 -1.7930 1.4686
H 4.9025 -0.5507 1.2020
H 3.6538 -2.0291 1.4517
H 5.5875 -2.0958 -1.1012
H 3.7950 -2.7171 -0.9725
H 3.7577 0.4108 -0.4332
H 4.7311 -0.0105 -1.9906
H 2.8521 -1.7721 -2.7424
H 2.4031 0.0395 -3.0007
H 1.4006 -2.0433 -0.6123
H 0.3707 -1.2941 -2.1123
H 1.6599 0.5092 0.1485
H -2.6084 2.6578 -1.2006
H -2.7406 2.2873 0.6873
H -5.0129 2.6355 -0.3702
H -6.2440 0.2011 0.1399
H -5.3338 1.1767 1.5244
H -4.5664 -0.4005 0.7758
H -3.5519 -1.5477 -2.7492
H -3.6128 -1.4579 -0.8715
H -1.0909 -2.8216 -0.9907
H -1.5025 -2.8714 -2.9174
H -4.0015 -3.8384 -2.2089
H -2.5393 -5.0781 -2.0991
H -4.1753 -3.6283 0.3498
H -3.7064 -5.4407 0.0378
H -2.3283 -4.2372 0.5877
H -1.1593 2.0061 -3.0255
H 0.0494 0.5623 -3.2088
H -0.5935 3.3451 -0.7500
H 1.1068 2.1614 1.5080
H -0.8365 2.0173 1.7240
H 1.0275 4.5163 2.0512
H -0.3310 4.8746 0.7813
H -1.6471 5.3825 2.8379
H -2.1522 3.5951 2.5181
H 0.3444 3.1104 4.0065
H -1.4327 3.1862 4.8571
H -0.2991 4.7592 4.8745
*
```

---

The following is a DFT calculation (wB97M-V/def2-TZVPD) of a structure of composition C24H43Cl2F5LaP2S at a distorted geometry.

The calculation puts the calculated total energy at -3472.605334 Ha. The HOMO energy is -3.91 eV.

```
! RIJCOSX wB97M-V def2-TZVPD def2/J DEFGRID3
* xyz -1 1
La 1.5183 -1.1840 0.9049
Cl 2.3884 -0.1958 -1.3875
P -0.4388 -3.1629 -0.2983
C 0.7622 -4.1685 -1.3045
C -0.7399 -4.1411 1.2750
C -1.9480 -3.1528 -1.3302
C 2.2008 -3.6699 -1.1097
H 0.4545 -3.9340 -2.3393
C 0.6622 -5.6780 -1.0813
H 0.9259 -5.9490 -0.0508
H 1.3797 -6.1708 -1.7510
H -0.3330 -6.0769 -1.3090
H 2.2995 -2.6131 -1.4205
H 2.8823 -4.2467 -1.7496
H 2.5653 -3.7842 -0.0689
H -1.5725 -2.7597 -2.2935
C -2.9895 -2.1619 -0.7881
C -2.5635 -4.5362 -1.5563
H -1.9708 -5.1555 -2.2398
H -3.5579 -4.4129 -2.0064
H -2.6945 -5.0764 -0.6073
H -2.5185 -1.2113 -0.5130
H -3.5149 -2.5721 0.0839
H -3.7374 -1.9707 -1.5675
C 0.4804 -4.0851 2.2113
H -0.8893 -5.1766 0.9329
C -1.9932 -3.6644 2.0169
H 1.4433 -4.2613 1.7050
H 0.3829 -4.8768 2.9678
H 0.5268 -3.1256 2.7657
H -1.9357 -2.5937 2.2674
H -2.0824 -4.2195 2.9625
H -2.9158 -3.8483 1.4550
Cl 0.3391 -0.3415 3.1452
H -0.2776 -0.3322 0.1370
P 0.4945 3.5335 -0.3986
C -0.5327 3.9975 -1.8394
C -0.0702 4.3531 1.1657
C 2.2649 3.8471 -0.7609
C -1.6514 2.9449 -1.9844
H 0.1619 3.8797 -2.6886
C -1.0471 5.4342 -1.8286
H -1.6701 5.6395 -0.9521
H -1.6571 5.5942 -2.7250
H -0.2311 6.1645 -1.8442
H -1.3124 1.9450 -1.6771
H -1.9646 2.8919 -3.0326
H -2.5286 3.2231 -1.3892
H 2.3715 3.4579 -1.7902
C 3.1754 2.9878 0.1465
C 2.6467 5.3294 -0.7564
H 2.2323 5.8522 -1.6264
H 3.7434 5.4085 -0.7986
H 2.2946 5.8419 0.1491
H 2.7238 2.7953 1.1257
H 4.1327 3.4921 0.3270
H 3.3560 2.0020 -0.3018
C -1.5056 3.9253 1.5225
H -0.0382 5.4293 0.9268
C 0.8555 4.0760 2.3620
H -2.2470 4.2945 0.8002
H -1.7662 4.3275 2.5122
H -1.5865 2.8291 1.5815
H 0.9339 3.0030 2.5798
H 0.4399 4.5507 3.2602
H 1.8655 4.4763 2.2152
F 2.7143 -0.1981 7.5178
C 3.0404 -0.4373 6.2309
C 3.2394 0.6309 5.3514
F 3.0652 1.9022 5.7826
C 3.5285 0.3649 4.0238
F 3.5473 1.3941 3.1372
C 3.6752 -0.9523 3.5369
S 4.1888 -1.2856 1.9325
C 3.3750 -1.9959 4.4395
F 3.2605 -3.2604 3.9559
C 3.0864 -1.7555 5.7711
F 2.7634 -2.7712 6.6025
*
```

---

The following is a DFT calculation (wB97M-V/def2-TZVPD) of a structure of composition C24H43Cl2N4O4SiTi at a distorted geometry.

The calculation puts the calculated total energy at -3519.681524 Ha. Its expectation value of S² is 2.011. The HOMO energy (spin up / spin down) is -0.56 / -4.38 eV.

```
! RIJCOSX wB97M-V def2-TZVPD def2/J DEFGRID3
* xyz -1 3
C 2.4619 4.7643 -0.5424
C 1.5573 3.9109 0.3428
H 1.9202 4.9333 -1.5015
H 3.3847 4.2314 -0.7795
H 2.7234 5.7711 -0.1789
C 0.4270 4.5221 0.7697
C 0.0423 5.9470 0.5320
H -0.3346 3.9620 1.2655
H -0.3785 6.1008 -0.4943
H 0.8787 6.6581 0.6635
H -0.7421 6.1966 1.2880
Ti -1.1763 -2.3624 -0.6535
Cl -1.1488 -1.9623 -2.9112
C -0.4039 -2.2808 2.3445
O -1.2210 -2.4132 1.3769
N -0.8956 -2.4518 3.5746
C -2.3508 -2.4695 3.6609
C -0.0905 -2.6599 4.7668
H 0.6739 -2.0987 2.2234
H -2.7429 -3.0762 2.8298
H -2.7215 -1.4373 3.5420
H -2.6583 -2.8925 4.6210
H 0.8940 -3.0315 4.4605
H -0.5807 -3.4082 5.4058
H 0.0557 -1.7355 5.3467
H -0.6886 -7.5307 -1.7307
H 1.6980 -7.3322 -2.4656
C -0.9214 -6.5166 -2.0799
C 1.4532 -6.3535 -2.9005
N 0.3364 -5.7849 -2.1811
H -1.5962 -6.0214 -1.3617
C 0.4622 -4.6072 -1.6299
O -0.4932 -4.1318 -0.9372
H 2.3329 -5.7018 -2.8135
H 1.4220 -4.0398 -1.8246
H -1.4115 -6.5500 -3.0688
H 1.2297 -6.4684 -3.9762
H -1.8351 2.1099 -1.7464
H -2.8724 3.0543 0.8154
C -2.8631 1.7093 -1.6644
C -3.6751 2.3309 0.5786
N -3.2193 1.2926 -0.3284
H -3.0000 0.9274 -2.4297
C -3.2284 -0.0079 0.1214
O -3.2400 -1.0509 -0.5597
H -4.0428 1.8883 1.5169
H -3.2494 -0.0768 1.2486
H -3.5390 2.5445 -1.9100
H -4.4926 2.8402 0.0483
O 1.3924 2.0189 -1.1083
C 1.7149 2.4233 0.2645
C -0.3732 1.6485 1.5407
C 1.0199 1.6695 1.4511
H -0.9391 2.0503 0.7068
C -1.0295 1.2376 2.7193
H 2.7582 2.1637 0.4238
C 1.6777 1.1090 2.5488
H -2.1493 1.2207 2.7163
C -0.3540 0.8308 3.8582
C 1.0276 0.7278 3.7384
H 2.7843 1.0272 2.5252
H -0.8568 0.6556 4.8125
H 1.5765 0.3279 4.6053
Si 1.9066 1.5408 -2.5431
Cl -0.6532 -0.4598 -0.0366
C 0.4205 1.3479 -3.7160
C 2.6128 -0.2121 -2.5724
C 3.1454 2.7681 -3.0702
H -0.4682 1.9389 -3.5055
H 0.0635 0.3224 -3.8586
H 0.7654 1.6621 -4.7072
H 2.6108 3.7485 -3.1010
H 3.5384 2.4547 -4.0538
H 3.9452 2.8250 -2.2928
H 3.1760 -0.4928 -1.6826
H 3.2995 -0.2106 -3.4201
H 1.8998 -1.0220 -2.7571
N 2.2268 -2.2234 0.1404
C 1.1213 -2.3400 -0.2998
*
```